[1]
Formula: C57H51N2O7PS2
Source: OMol25
Level of theory: ωB97M-V/def2-TZVPD

Summary:
- Total energy: -108206.417 eV
- Frontier orbital gap: 6.895 eV
- Maximum force: 2.01 eV Å⁻¹
- HOMO: -7.9739 eV

Structure (ORCA input):
```
! wB97M-V def2-TZVPD RIJCOSX def2/J DEFGRID3
* xyz 0 1
H -8.2197 0.6266 1.3942
C -6.3750 0.0327 0.4662
C 12.7679 1.4436 -6.8865
H 2.7980 -0.0150 -3.0930
H 4.0473 -1.2275 -3.2704
C -8.3179 -1.3764 0.6431
C 2.2641 -2.5398 3.0425
C 10.2555 0.4349 -2.7306
H 2.6584 -3.6431 1.2328
C -7.0856 3.9900 2.7277
C -0.4684 -2.2979 -1.1097
C 4.1771 -0.0353 -1.4544
S 5.1331 -3.8531 -0.1089
C 3.2585 -3.0887 1.9563
H -9.1385 -6.2207 -0.6756
H 3.9500 -3.7664 2.4767
O 2.3064 -1.1326 3.1862
H -5.8817 1.6188 6.8683
H 2.4769 -1.8582 -0.8840
H 0.7878 1.1187 -2.5609
H 3.4864 0.3920 -0.7194
C -7.9972 1.3355 7.0476
C 9.5003 1.5958 -2.9055
N -0.4281 3.8531 1.0252
H 0.3923 3.9814 0.4455
H 4.6783 0.8034 -1.9571
H -4.6782 -0.8179 -0.5274
H 12.1217 3.1798 -7.9743
C -8.3275 3.5271 3.4041
C -6.1692 -6.8330 -2.1852
C -8.2040 2.7832 4.6868
C -0.3036 -1.9109 0.3137
S 5.5191 -1.0227 -0.7210
H 1.2501 -2.7682 2.6998
O -4.4738 -3.0551 -1.6071
C -7.6888 -0.1652 0.8804
C 8.2459 1.0751 -0.9235
H 3.9065 -0.8075 4.4529
H 2.3937 -3.0469 4.0116
H -5.8807 0.9761 0.6635
C 4.7704 -2.3131 0.2920
C 11.5753 0.9734 -4.8551
H -2.3012 3.0158 1.0096
H -1.5669 0.9073 0.8644
H 10.5642 -1.3173 -1.5307
C -5.5739 -5.5928 -2.0270
H -0.1279 -3.3350 -1.2083
C -1.4378 3.0279 0.3323
H -8.1428 4.7729 1.0323
C -5.7135 3.0653 4.6122
C 10.7888 2.1097 -5.0547
C 9.9886 -0.4105 -1.6597
H -4.5759 -5.4183 -2.4062
C -5.6979 -0.9746 -0.2013
C 8.9830 -0.0943 -0.7627
C 3.6145 -0.6519 3.4028
C -6.0287 5.0791 0.8646
C -8.1411 -6.0431 -1.0550
H 8.7713 -0.7579 0.0660
H -1.5781 0.0875 -1.2358
N 3.9309 -1.9476 1.3492
H 7.9260 2.8238 -2.1193
H -7.9180 0.7633 7.9631
C -4.6892 4.2592 2.6881
H -3.8906 5.2600 0.9726
C 2.3521 -1.8037 -1.9775
H -6.1004 5.5699 -0.0977
C -0.1661 -1.4278 1.4083
C -5.8356 3.7913 3.3187
H -9.3373 -1.5310 0.9704
H 10.3720 3.7745 -6.3426
H 13.5410 1.1876 -7.5997
C -6.3268 -2.1897 -0.4480
C 3.3707 -0.7757 -2.5377
H 7.4658 1.3245 -0.2159
C -5.5933 -3.2567 -1.1818
H 0.0738 1.4688 0.6847
P 0.5814 -1.2509 -2.2464
H 0.0841 -0.7842 2.2210
H -10.3227 2.5052 4.8808
C 11.9716 2.5655 -7.0956
C 4.6670 -1.2451 2.4007
H 1.3046 0.7488 -0.9352
O -9.4175 3.7464 2.9162
C -6.9505 2.5443 5.2544
C -8.3097 -3.7067 -0.2234
H -3.7210 4.1170 3.1504
H -7.9107 -8.0333 -1.8092
C 8.5031 1.9174 -1.9919
H 5.2498 -0.4122 2.0038
H 2.4564 -2.7904 -2.4354
C -7.5507 -4.7951 -0.8982
H 13.1866 -0.2251 -5.6100
H -10.1413 1.2203 6.9776
H 3.5817 0.4259 3.2034
C -6.2573 -4.5732 -1.3757
O -9.4499 -3.8865 0.1520
C -4.7860 4.9013 1.4651
H -1.2647 1.6907 -1.9088
H 5.3187 -1.9197 2.9821
H -0.1582 3.3840 1.8799
C -9.3506 2.3117 5.3145
C -0.9267 1.5498 0.2455
O 12.0429 -0.8888 -3.4957
C 11.3508 0.0918 -3.6773
O 9.0838 3.5005 -4.2220
O -4.6279 2.8957 5.1279
C 12.5702 0.6495 -5.7694
C -0.9012 0.9472 -1.1889
H -1.7211 3.4401 -0.6384
C -7.6368 -2.3962 -0.0113
H -5.6340 -7.6274 -2.6895
C -9.2473 1.5900 6.4919
C 9.7379 2.4885 -4.0718
C -6.8525 1.8150 6.4331
C -7.1764 4.6301 1.4971
H -1.5187 -2.2143 -1.3991
C -7.4507 -7.0604 -1.6926
C 10.9879 2.9001 -6.1801
C 0.5231 0.5262 -1.6764
*
```

[2]
Formula: C57H55F5N5O2
Source: OMol25
Level of theory: ωB97M-V/def2-TZVPD

Summary:
- Total energy: -85126.901 eV
- Frontier orbital gap: 3.934 eV
- Maximum force: 4.41 eV Å⁻¹
- HOMO: -8.1553 eV

Structure (ORCA input):
```
! wB97M-V def2-TZVPD RIJCOSX def2/J DEFGRID3
* xyz 1 1
H -8.0017 3.5923 -5.0916
C -4.0701 1.5876 -3.7120
C -0.2876 4.5078 0.7635
H -0.8097 2.5439 -3.4936
H -1.5786 9.4368 -0.2354
C -5.0460 4.9311 -5.1123
N -1.5769 7.5174 -1.4094
H -1.0344 1.2281 1.9924
H -4.8194 4.5668 -6.1173
C -0.1871 -4.0791 3.9586
H -2.3714 6.3181 -5.3687
C -1.5742 0.2730 2.0332
C -5.2166 1.0576 1.9470
C -0.3927 7.2045 3.4304
H -7.1193 4.1440 -6.5251
H -1.6208 3.4114 -1.3198
F 5.9542 -1.9681 1.3026
H -5.2103 -0.7882 0.7926
H -8.9428 0.1777 2.7438
C -5.6226 5.9758 -2.5923
C -4.5264 2.0269 -2.4773
H -2.3937 1.4475 -5.0729
C 5.1166 -1.0965 1.8977
H -1.1609 3.8448 0.7071
C -5.6570 3.4222 -0.1035
C -5.8069 -0.1311 1.4379
H -0.4547 8.6683 -3.2344
H -8.2542 5.2284 -5.7028
C -1.3279 8.8721 -3.8555
H 0.3034 5.1629 3.3120
O 1.9961 -2.2693 3.9402
H -5.5430 2.8200 3.1602
F 2.4979 1.4926 3.7939
H 1.1264 0.8774 1.4470
C -3.9960 5.3801 -4.2982
C -3.7549 8.6803 -4.1170
C -2.5370 -2.0647 3.8634
C -4.2718 3.5991 -0.5725
C -6.6500 5.4810 -3.4165
C -4.3010 5.8228 -3.0076
C 3.3641 0.6661 3.1389
N -0.2046 -2.7359 3.4172
H -5.7248 3.5979 0.9752
C -1.2550 9.6174 -5.0283
H -6.3497 4.1358 -0.5761
H -2.6662 -2.4419 1.0841
H -3.1531 9.0377 0.4585
H -1.1125 9.2260 3.1927
H -7.0083 6.8906 -1.2631
H -7.5472 -1.3734 1.3394
C 5.5717 -0.2614 2.9200
H -5.5248 1.7263 -2.1405
H -6.0116 2.4067 -0.2915
C 1.4370 -0.1400 1.7256
C 0.5300 -0.5895 2.8626
C -2.5998 5.3759 -4.8424
H -4.7176 8.3646 -3.7054
F 5.1272 1.3866 4.5744
C -2.0995 9.2136 0.7013
C -1.3981 -2.1262 2.8365
C -7.3211 1.5653 3.0917
H -7.8932 2.2010 3.7728
H -2.8844 -3.0871 4.0607
H -1.0212 -3.1191 0.9311
C -2.9360 0.2293 1.7253
H -0.2876 9.9953 -5.3645
C -0.6279 5.7717 1.4767
H -0.5974 6.9179 5.5630
H 0.8484 -4.3581 4.1721
H 0.0936 8.4816 5.0831
F 6.8621 -0.3082 3.2978
H 0.0818 4.6971 -0.2525
N -1.9097 6.5859 -0.4466
C -3.5299 4.7827 -0.0242
C -2.3327 2.9714 -2.0299
H -3.3748 -1.4809 3.4759
H -0.7730 -4.1492 4.8875
H -2.1891 -1.6211 4.8049
H -4.7466 1.0527 -4.3778
C -7.8976 0.4124 2.5367
C -2.4267 9.8726 -5.7568
C -3.6760 9.4540 -5.2746
C -1.0032 8.2438 2.7223
H -2.2444 -3.9204 1.9768
H -2.3730 10.4136 -6.7013
C -2.7450 1.7859 -4.0994
H -5.4006 7.6418 -1.2335
C -5.9320 6.6811 -1.3082
C 4.6915 0.6198 3.5538
C -1.8682 2.4457 -3.2333
C -2.5567 8.2976 -3.4679
C 3.7814 -1.0377 1.5195
H -5.6572 6.0789 -0.4315
N -3.2360 6.2306 -2.1432
H 0.6118 0.1653 3.6637
C -6.0113 1.9087 2.7667
C -1.8614 -2.9528 1.6200
H -2.0531 10.0962 1.3473
C -7.4931 4.4538 -5.5454
C -2.8607 5.7480 -0.9013
C -1.3497 6.7938 0.8462
C -7.1279 -0.4486 1.7395
H -0.6176 -4.7794 3.2324
H 0.5042 3.9768 1.3069
C -6.3726 4.9620 -4.6817
C -2.4465 7.3614 -2.3677
O -3.5110 4.9599 1.2205
C -1.4749 8.0681 1.4193
H 1.0740 7.0015 5.0000
H -3.3610 -0.7693 1.5846
C -0.1999 5.9781 2.7898
H -1.8522 5.2326 -4.0532
C 0.0699 7.4136 4.8446
C 0.9090 -1.9443 3.4664
N -0.8606 -0.7892 2.4580
F 3.3260 -1.9342 0.6038
C -3.8143 1.3201 1.7065
H -7.6858 5.5542 -3.0697
H 1.3037 -0.7881 0.8500
H -4.5973 9.7296 -5.7973
C 2.8798 -0.1590 2.1221
H -3.4425 2.3386 1.8330
H -2.4918 4.5580 -5.5688
C -3.7091 2.8787 -1.6662
*
```

- Which value of total energy does entry 1 give?
  -108206.417 eV

- Which value of total energy does entry 1 give?
  -108206.417 eV

- Look up the HOMO of the first one.
  -7.9739 eV

- Among the records above, which one has the lowest HOMO?
  C57H55F5N5O2